(1)
# C32H65AuN2OSbSi6

A molecular structure, C32H65AuN2OSbSi6 (wB97M-V/def2-TZVPD, the OMol25 dataset).

Element x y z (Å)
Au1 0.12401 -0.23088 0.45314
C1 -2.87858 0.12724 2.04175
Sb1 -1.95254 1.98303 1.50606
C2 0.16834 1.39836 1.69495
C3 0.99071 2.61639 1.34888
C4 1.73857 2.70202 0.17833
C5 2.51730 3.82388 -0.05449
C6 2.52757 4.84141 0.88180
C7 1.74394 4.68514 2.01744
N1 0.99582 3.61034 2.25050
Si1 0.40542 0.92234 3.55817
C8 -0.63699 1.94631 4.71836
C9 2.21742 1.10665 3.93294
C10 -0.08022 -0.87687 3.85623
C11 -3.17726 2.82015 -0.15194
C12 -2.38916 2.56505 -1.40588
C13 -2.88025 2.90805 -2.67392
C14 -2.09526 2.68598 -3.78748
C15 -0.83431 2.12529 -3.62785
C16 -0.42991 1.80661 -2.34877
N2 -1.18163 2.01920 -1.26438
Si2 -4.94519 2.07490 -0.19063
C17 -6.11930 3.19688 -1.11678
C18 -4.89630 0.42406 -1.07613
C19 -5.66480 1.89496 1.53051
Si3 -3.10348 4.71580 0.20648
C20 -3.64254 5.74370 -1.24890
C21 -4.15536 5.08925 1.70038
C22 -1.32013 5.14241 0.55996
H1 -2.09371 -0.56351 2.33862
H2 -3.42759 -0.27148 1.19146
H3 -3.56046 0.28929 2.87594
H4 1.72008 1.87985 -0.52620
H5 3.10876 3.90019 -0.95936
H6 3.12696 5.73186 0.74650
H7 1.70904 5.46197 2.77453
H8 -0.43782 3.01130 4.58497
H9 -0.40800 1.67062 5.75277
H10 -1.70913 1.76634 4.56955
H11 2.52293 2.15478 3.94261
H12 2.83367 0.57424 3.20191
H13 2.42453 0.67848 4.91909
H14 -1.05456 -0.95342 4.34950
H15 0.65335 -1.34763 4.51967
H16 -0.11677 -1.46741 2.93698
H17 -3.86425 3.34738 -2.77202
H18 -2.46153 2.94923 -4.77166
H19 -0.18495 1.94091 -4.47279
H20 0.53865 1.35129 -2.17310
H21 -5.95468 3.20064 -2.19718
H22 -6.09249 4.22746 -0.75870
H23 -7.13332 2.82071 -0.94549
H24 -4.05275 0.35479 -1.76871
H25 -5.81186 0.29291 -1.66016
H26 -4.83908 -0.41669 -0.37925
H27 -5.25320 2.61626 2.24080
H28 -5.52919 0.89497 1.93909
H29 -6.74185 2.07733 1.47598
H30 -4.64089 5.51037 -1.62033
H31 -2.93690 5.65625 -2.07827
H32 -3.64467 6.79135 -0.92927
H33 -5.22312 4.95464 1.50405
H34 -4.00166 6.12960 2.00493
H35 -3.88217 4.45907 2.55294
H36 -0.63173 4.53586 -0.04208
H37 -1.06820 4.98965 1.61341
H38 -1.12507 6.19269 0.32379
C23 -1.71618 -2.59027 -0.45057
O1 -0.35500 -2.13108 -0.52348
Si4 0.96642 -3.23516 -0.55575
C24 0.90570 -4.18777 1.03088
C25 0.62177 -4.42911 -1.94021
C26 2.38284 -2.07308 -0.79686
Si5 3.62317 -1.62500 0.53727
C27 3.13043 -2.13612 2.26237
C28 3.92113 0.21518 0.60550
C29 5.21739 -2.49821 0.09223
Si6 2.81206 -1.70425 -2.58611
C30 1.25758 -1.60161 -3.63584
C31 3.89104 -3.10554 -3.20468
C32 3.76888 -0.11845 -2.81276
H39 -1.86261 -3.43108 -1.13006
H40 -2.37016 -1.77474 -0.75574
H41 -1.96813 -2.89869 0.56613
H42 0.05832 -4.87823 1.00886
H43 0.80823 -3.54670 1.90904
H44 1.81282 -4.78828 1.15493
H45 -0.06478 -5.20637 -1.59643
H46 1.53028 -4.93341 -2.28121
H47 0.17613 -3.93169 -2.80384
H48 2.12353 -1.79870 2.52685
H49 3.82813 -1.67212 2.96791
H50 3.18108 -3.21731 2.41022
H51 3.03798 0.74412 0.97552
H52 4.18755 0.63753 -0.36369
H53 4.74598 0.41787 1.29810
H54 5.05612 -3.56718 -0.07858
H55 5.93569 -2.39135 0.91141
H56 5.67067 -2.07711 -0.81006
H57 1.08223 -2.54199 -4.16350
H58 1.36101 -0.82032 -4.39383
H59 0.36881 -1.37984 -3.03899
H60 3.60899 -4.06835 -2.77279
H61 4.94024 -2.92703 -2.95620
H62 3.80953 -3.18845 -4.29277
H63 3.23842 0.76263 -2.43726
H64 3.94511 0.02919 -3.88314
H65 4.74441 -0.16200 -2.32042

Summary:
2S+1: 3
Relative energy (zero: lowest compared OMol25 entry of this formula, charge and spin) in kJ/mol: 64.7
E_tot in hartree: -3555.9113
HOMO-LUMO gap (spin up / spin down) in eV: 8.002 / 6.437
Net charge: +1

***

(2)
# C5H9ClN5O

A gas-phase ion, C5H9ClN5O (charge +1) at a distorted geometry (wB97M-V/def2-TZVPD, the OMol25 dataset).

Element x y z (Å)
C1 -1.79200 0.99501 -0.27540
C2 0.27461 -1.28850 0.25286
C3 1.59446 1.49646 0.16855
C4 -1.81649 -0.37236 -0.85129
C5 0.45670 1.12370 -0.46386
N1 -0.75948 1.74189 -0.15147
N2 1.31006 -1.41208 0.82591
N3 -1.00899 -1.37204 -0.01412
N4 2.65585 0.65805 -0.08251
N5 -1.79693 -2.40076 0.48664
O1 1.85342 2.56884 0.96274
Cl1 -3.28925 1.69517 0.08608
H1 -2.72859 -0.89285 -0.76655
H2 -1.55075 -0.50811 -1.87568
H3 0.58934 0.47859 -1.35346
H4 2.26386 -1.68105 0.57348
H5 2.61247 -0.09617 -0.80206
H6 3.58221 1.05885 0.17523
H7 -1.21875 -2.99656 0.94636
H8 1.11596 3.10665 1.03128
H9 -2.34768 -1.90275 1.12727

Summary:
2S+1: 1
Relative energy (zero: lowest compared OMol25 entry of this formula, charge and spin) in kJ/mol: 439.0
E_tot in hartree: -1004.7494
HOMO-LUMO gap (spin up / spin down) in eV: 7.862 / 7.862
SMILES: N=C=[N+](N)C/C(Cl)=N\C=C(\N)O
Net charge: +1

***

(3)
# C31H39InN5S

A molecular structure, C31H39InN5S at a distorted geometry (wB97M-V/def2-TZVPD, the OMol25 dataset).

Element x y z (Å)
In1 0.78070 -0.00553 0.81544
N1 -0.31239 2.28455 0.68836
N2 1.18606 2.06738 -1.76573
C1 -0.05390 -2.10665 -1.07734
C2 -0.80401 -1.19671 -1.85821
C3 -1.98309 -0.77418 -1.11160
C4 -3.00635 0.09775 -1.77922
H1 -2.52772 0.68805 -2.55819
H2 -3.50698 0.86668 -1.14747
H3 -3.85022 -0.45605 -2.19901
C5 -1.92035 -1.42985 0.15412
C6 -2.84250 -1.52902 1.32438
H4 -3.61126 -2.30260 1.26715
H5 -3.38075 -0.58596 1.45900
H6 -2.28035 -1.64349 2.24981
C7 -0.67699 -2.18769 0.20236
C8 -0.22168 -3.06682 1.33592
H7 -0.52985 -2.66081 2.31125
H8 0.87288 -3.17104 1.37047
H9 -0.63508 -4.08746 1.26758
C9 -0.41075 -0.71480 -3.21485
H10 -0.88954 -1.31151 -4.00765
H11 0.67247 -0.76865 -3.38231
H12 -0.70066 0.33309 -3.36413
C10 1.18546 -2.85506 -1.45885
H13 1.94105 -2.83671 -0.66531
H14 1.65293 -2.45860 -2.36184
H15 0.97029 -3.91322 -1.65352
C11 -1.21681 2.14413 1.70177
H16 -0.94357 1.60506 2.60081
C12 -2.41228 3.02288 1.81013
H17 -2.87425 3.21194 2.78042
C13 -2.69550 3.87084 0.69089
H18 -3.54230 4.56155 0.76262
C14 -1.96674 3.64201 -0.46897
H19 -2.21799 4.23653 -1.35044
C15 -0.78496 2.78733 -0.49683
C16 -0.03462 2.66088 -1.70320
H20 -0.29810 3.26280 -2.58549
C17 1.54175 0.96605 -1.00059
C18 2.25095 2.44031 -2.62224
H21 2.20192 3.27168 -3.31376
C19 3.30131 1.68504 -2.26844
H22 4.33744 1.71612 -2.58501
N3 2.88468 0.83168 -1.25047
C20 3.74870 -0.00896 -0.47785
C21 4.31842 -1.17211 -1.03173
C22 5.04706 -2.02763 -0.18981
H23 5.51299 -2.91555 -0.61487
C23 5.22635 -1.74498 1.16495
C24 6.03315 -2.65161 2.05142
H24 5.39106 -3.26253 2.70127
H25 6.69610 -2.07285 2.70789
H26 6.64738 -3.33096 1.45161
C25 4.66636 -0.58415 1.69155
H27 4.83167 -0.32483 2.73870
C26 3.92745 0.29546 0.88163
C27 3.42494 1.58906 1.44737
H28 4.01671 2.43391 1.06533
H29 3.49619 1.55736 2.54043
H30 2.36934 1.82124 1.20730
C28 4.19818 -1.48943 -2.48543
H31 5.05843 -1.08490 -3.03709
H32 3.28999 -1.07969 -2.94047
H33 4.19984 -2.57651 -2.62994
S1 -2.76904 1.41416 0.71676
C29 -4.37840 1.22915 1.15267
N4 -5.36851 0.64923 0.42165
C30 -6.26612 0.00351 1.41445
C31 -6.06372 0.86650 2.63266
N5 -4.74800 1.49494 2.41922
H34 -5.19258 0.23864 -0.49878
H35 -5.91598 -1.01838 1.57786
H36 -7.27116 -0.01025 1.01344
H37 -6.02264 0.35266 3.58915
H38 -6.76471 1.69567 2.66424
H39 -3.98778 1.52189 3.11263

Summary:
2S+1: 1
Relative energy (zero: lowest compared OMol25 entry of this formula, charge and spin) in kJ/mol: 620.5
E_tot in hartree: -2066.4546
HOMO-LUMO gap (spin up / spin down) in eV: 4.007 / 3.715
Net charge: -1

***

(4)
# CH4BClS

A single CH4BClS molecule at a distorted geometry (wB97M-V/def2-TZVPD, the OMol25 dataset).

Element x y z (Å)
B1 -0.58092 -0.49926 0.35121
C1 -0.42360 0.77071 -0.55562
S1 1.28382 -0.63307 -0.52933
Cl1 2.42932 -0.18355 1.12134
H1 -1.37479 -1.36806 0.07721
H2 -0.63061 -0.53283 1.50382
H3 -0.70775 0.65619 -1.65998
H4 0.00454 1.78988 -0.30864

Summary:
2S+1: 1
Relative energy (zero: lowest compared OMol25 entry of this formula, charge and spin) in kJ/mol: 185.7
E_tot in hartree: -923.6592
HOMO-LUMO gap in eV: 9.428

***

(5)
# C21H68N4O13

13 unconnected molecules or ions with the total composition C21H68N4O13 at a distorted geometry (wB97M-V/def2-TZVPD, the OMol25 dataset).

Element x y z (Å)
C1 14.97200 5.63500 27.69800
C2 14.29300 6.98900 27.86300
O1 14.53900 7.88900 26.79000
H1 14.66800 4.97600 28.54900
H2 16.05800 5.74800 27.66400
H3 14.60700 5.15100 26.79900
H4 14.63600 7.50400 28.77100
H5 13.22200 6.92700 27.99100
H6 13.93900 8.60100 26.84500
C3 16.81700 2.46600 24.16200
C4 17.03600 3.81600 24.86400
O2 17.37800 4.89200 24.01300
H7 17.63400 2.28600 23.46900
H8 15.90100 2.40200 23.52100
H9 16.75200 1.67000 24.93100
H10 17.78500 3.59600 25.64800
H11 16.16500 4.05600 25.43800
H12 17.34900 5.68000 24.54100
C5 17.32500 10.72500 25.37200
C6 16.35400 10.20400 24.38500
O3 16.88500 9.09100 23.74700
H13 17.72600 9.96600 26.02300
H14 16.92700 11.50300 26.03200
H15 18.18100 11.19400 24.94800
H16 15.96200 10.99700 23.71300
H17 15.47300 9.96100 24.96700
H18 17.16700 8.42900 24.35300
C7 11.68700 8.72600 23.80500
C8 12.90500 9.52700 24.10900
O4 13.83000 9.32600 23.06600
H19 11.84000 7.69100 23.93600
H20 11.35300 8.94000 22.79100
H21 10.89500 9.05700 24.48800
H22 13.33900 9.13000 25.01600
H23 12.69800 10.56900 24.24500
H24 14.20600 8.41900 23.22600
C9 17.33900 14.28300 24.11800
C10 18.25300 14.96600 23.13400
O5 18.08000 14.53300 21.78300
H25 16.29700 14.10100 23.83000
H26 17.50000 14.79800 25.03600
H27 17.63200 13.26100 24.30400
H28 19.26300 14.81500 23.49700
H29 18.00400 15.99900 23.12500
H30 18.81100 13.95100 21.52700
C11 14.47800 13.63600 26.06400
C12 13.68300 13.21200 24.84400
O6 13.08300 14.38100 24.43300
H31 15.07200 14.48700 25.84800
H32 15.14800 12.88600 26.39000
H33 13.81700 13.89000 26.88100
H34 13.02700 12.43600 25.08100
H35 14.32500 12.80500 24.10700
H36 12.60700 14.18900 23.63600
C13 20.24200 11.53900 22.73900
C14 18.91200 11.37000 22.08600
O7 18.85600 12.10300 20.87500
H37 20.21700 11.22300 23.75300
H38 20.43200 12.63000 22.73300
H39 21.04500 11.04000 22.18000
H40 18.13900 11.70600 22.74200
H41 18.65400 10.34000 21.86400
H42 18.51700 11.52100 20.17300
C15 21.33200 7.78400 23.08500
C16 19.83400 8.15500 22.94500
O8 19.03500 7.04200 23.12200
H43 21.42900 7.49600 24.12600
H44 22.00900 8.59800 22.78700
H45 21.64900 6.99100 22.47800
H46 19.84400 8.37400 21.88000
H47 19.52000 9.01100 23.57800
H48 19.58100 6.21200 23.16600
C17 14.07000 10.72900 19.76300
O9 13.96900 11.91000 19.07100
N1 14.72700 10.51100 20.87500
N2 13.68200 9.62000 19.17200
H49 15.19300 11.31700 21.28400
H50 14.17400 9.99500 21.56800
H51 13.07000 9.73500 18.33900
H52 13.49800 8.73000 19.66300
C18 16.52400 7.59000 20.54300
O10 15.81100 7.23800 19.38500
N3 17.22300 6.68500 21.21500
N4 16.53300 8.76900 21.09200
H53 17.03100 5.64700 21.12600
H54 17.82300 6.89200 22.04700
H55 15.68400 9.46400 20.84700
H56 16.83200 9.03500 22.07800
C19 13.60300 10.69100 27.64300
O11 12.46400 9.83100 27.70200
H57 14.46200 10.42200 28.26700
H58 13.29700 11.61800 28.12500
H59 13.92200 10.75600 26.60100
H60 11.72800 10.32000 27.39000
C20 18.16100 7.07800 26.28500
O12 16.91100 6.96000 25.64100
H61 18.92000 7.71200 25.80600
H62 18.43900 6.02100 26.55500
H63 18.03400 7.71000 27.17100
H64 16.20400 7.04500 26.27500
C21 14.86800 13.89700 21.39900
O13 15.74200 12.90100 21.72300
H65 15.23600 14.56800 20.64200
H66 14.67900 14.51700 22.24900
H67 13.95000 13.49400 20.97200
H68 16.58400 13.30400 21.92500

Summary:
2S+1: 1
Relative energy (zero: lowest compared OMol25 entry of this formula, charge and spin) in kJ/mol: 86.0
E_tot in hartree: -2037.8450
HOMO-LUMO gap in eV: 7.664

***

(6)
# C6H11N2O2PS

A single C6H11N2O2PS molecule at a distorted geometry (wB97M-V/def2-TZVPD, the OMol25 dataset).

Element x y z (Å)
C1 2.08624 -0.21164 -0.10651
C2 1.43765 0.34804 1.17852
C3 -1.81394 1.87560 -0.73664
C4 1.38194 -1.81716 -1.82907
C5 -0.53109 0.11560 2.72169
C6 -1.11373 0.63094 -1.23324
N1 1.12496 -1.04506 -0.71801
N2 0.07188 0.08304 1.35287
O1 3.19553 -0.05133 -0.56532
O2 2.12948 0.95344 1.95184
P1 -0.67892 -0.66517 0.03410
S1 -1.71222 -2.16703 0.59600
H1 -1.21473 2.69978 -0.35621
H2 -2.44408 2.41922 -1.49897
H3 -2.50452 1.58238 0.06602
H4 1.17428 -2.88146 -1.61636
H5 0.78075 -1.36421 -2.64793
H6 2.55347 -1.73750 -2.02880
H7 -1.67293 -0.08707 2.48497
H8 -0.05857 -0.75142 3.35955
H9 -0.32761 1.14526 3.04955
H10 -0.06714 0.80921 -1.49070
H11 -1.79671 0.11653 -1.96737

Summary:
2S+1: 3
E_tot in hartree: -1234.6195
HOMO-LUMO gap (spin up / spin down) in eV: 6.573 / 5.834

***

Q: 2S+1 of number 4 (CH4BClS)?
A: 1

***

Q: Which of these has the lowest E_tot?
A: C32H65AuN2OSbSi6

***

Q: Which formula does entry 3 have?
A: C31H39InN5S

***

Q: The highest E_tot belongs to which entry?
A: CH4BClS